The following is a DFT calculation (ωB97M-V/def2-TZVPD) of a structure of composition C16H23ClN3O2PtS in a non-equilibrium geometry.

```
! RIJCOSX wB97M-V def2-TZVPD def2/J DEFGRID3
* xyz 1 1
Pt 0.15 0.44 0.26
N 2.19 0.28 -0.25
C 2.62 0.95 -1.50
C 2.52 2.46 -1.40
C 1.08 2.95 -1.31
N 0.46 2.50 -0.05
H 2.73 0.62 0.54
H 2.36 -0.72 -0.29
H 1.96 0.59 -2.30
H 3.63 0.64 -1.74
H 2.98 2.91 -2.28
H 3.09 2.81 -0.54
H 0.49 2.55 -2.13
H 1.05 4.04 -1.37
H -0.42 2.98 0.09
H 1.03 2.75 0.76
O 0.53 0.78 2.62
N 1.39 -0.16 3.00
C 2.14 0.09 4.09
C 3.03 -0.84 4.57
C 3.14 -2.07 3.92
C 2.36 -2.31 2.81
C 1.46 -1.35 2.33
S 0.42 -1.70 0.95
H 1.96 1.05 4.53
H 3.61 -0.61 5.45
H 3.83 -2.82 4.27
H 2.41 -3.25 2.28
Cl -5.65 -1.61 -3.51
C -4.40 -1.10 -2.43
C -4.14 -1.71 -1.29
C -2.99 -1.29 -0.42
C -2.52 0.14 -0.68
C -1.96 1.01 0.24
C -2.77 0.68 -2.02
C -3.65 0.09 -2.85
H -4.70 -2.58 -0.98
H -3.29 -1.36 0.63
H -2.18 0.91 1.30
H -1.96 2.04 -0.12
H -2.32 1.62 -2.29
H -3.88 0.52 -3.81
C -1.55 -2.59 -1.88
O -1.95 -2.24 -0.56
H -2.36 -3.05 -2.46
H -0.75 -3.32 -1.76
H -1.16 -1.72 -2.42
*
```

The LUMO energy is -4.0496 eV. The frontier orbital gap comes out at 6.581 eV. As for the HOMO energy: -10.631 eV. Its calculated total energy is -52126.376 eV.